C5H6O as an isolated structure, computed with the ωB97M-V functional and the def2-TZVPD basis.

Each line ends with the Mulliken charge.
CARTESIAN COORDINATES (ANGSTROEM)
C -0.255 0.421 1.112  -0.570
C -1.051 -0.096 -0.102  -0.060
C 0.704 -0.643 0.480  -0.073
C 1.036 0.007 -0.873  -0.578
C -0.178 0.393 -1.273  -0.551
H 0.095 1.463 1.090  0.286
H -0.674 0.105 2.071  0.267
H -2.131 -0.060 -0.175  0.474
H 1.443 -1.213 1.023  0.466
H 1.995 0.119 -1.364  0.400
H -0.492 0.925 -2.172  0.387
O -0.492 -1.421 0.184  -0.448

Atomic forces in eV per Å
0.6 0.4 0.0
-0.1 0.0 -0.1
-0.2 0.0 0.2
-0.4 0.1 -0.1
0.1 -0.1 -0.1
-0.3 -0.3 0.2
0.1 0.1 -0.2
-0.1 0.0 0.0
0.2 0.1 0.1
-0.1 -0.1 0.2
0.1 -0.3 0.3
-0.1 0.1 -0.6

Results
E: -269.25834 hartree
HOMO energy: -9.41 eV
Relative energy (zero: lowest compared OMol25 entry of this formula, charge and spin): 230.8 kJ/mol
Max |F|: 0.0144 Eh/bohr
Kohn-Sham gap: 10.57 eV
Multiplicity: 1